Here is C32H24ClN4O7ReS as an isolated structure at a distorted geometry from the OMol25 dataset. Energies are from wB97M-V/def2-TZVPD.

Structure (XYZ):
```
70
Properties=species:S:1:pos:R:3:forces:R:3:mulliken_charge:R:1
Re -0.495 -1.741 0.363 -0.33 1.77 1.55 0.31
Cl -0.167 0.426 -6.512 0.02 0.06 -0.09 -0.20
S -1.329 0.609 0.004 -0.23 -0.46 -0.04 -0.58
O -2.186 -2.167 1.508 0.70 -0.07 -1.26 -0.71
O 0.941 -1.270 -1.024 -0.37 -0.45 0.96 -0.79
O -3.196 -0.053 5.690 0.01 -0.08 0.00 -0.49
O -0.374 0.421 4.966 0.00 -0.07 -0.20 -0.57
O 3.108 1.558 1.896 -0.13 0.11 -0.08 -0.56
O -4.330 -1.935 3.713 0.13 0.02 -0.19 -0.56
O 0.039 -0.993 2.283 0.79 -0.38 -1.65 -1.05
N 1.013 1.378 1.118 0.07 -0.21 0.21 0.39
N -0.520 3.017 0.508 -0.06 -0.04 0.04 0.11
N -1.265 -2.825 -1.195 -0.29 0.10 -0.27 0.08
N 0.033 -3.694 0.854 0.22 -0.47 0.17 0.44
C 0.662 -0.959 -2.262 -0.20 0.09 -0.61 0.89
C -0.514 -1.389 -2.959 0.27 0.22 0.34 -0.09
C -1.010 -0.933 3.069 -1.25 -0.47 -0.01 0.81
C 3.599 3.928 0.387 -0.09 -0.08 0.05 -0.71
C -1.927 -6.745 0.192 -0.10 -0.01 -0.07 -0.83
C 1.605 -0.209 -2.996 0.04 -0.02 0.26 -0.59
C 0.149 -0.129 -4.912 -0.07 -0.14 0.11 -0.05
C -0.070 -6.293 1.812 0.08 0.08 0.01 -0.52
C -1.167 -0.244 4.348 0.16 0.20 0.30 0.00
C -0.844 -4.589 0.305 -0.05 -0.17 -0.10 1.11
C 2.612 2.993 0.076 0.16 0.14 -0.08 0.58
C 0.131 5.412 0.512 -0.08 -0.13 -0.07 0.14
C -0.740 -0.953 -4.281 -0.02 0.05 -0.18 -0.98
C -0.171 1.747 0.585 -0.08 0.20 -0.01 0.19
C 2.029 2.996 -1.188 0.04 -0.08 0.04 0.25
C 1.350 0.219 -4.272 -0.08 -0.04 0.01 -0.44
C -2.735 -6.264 -0.802 0.01 -0.18 0.06 -0.91
C 2.439 3.922 -2.134 -0.03 0.01 -0.10 -1.02
C -3.235 -1.441 3.675 -0.33 -0.09 0.23 -0.09
C 0.857 -4.087 1.811 -0.04 0.08 -0.05 -0.02
C -2.628 -0.516 4.751 -0.01 0.07 -0.05 0.43
C -2.176 -1.561 2.664 0.94 0.65 0.60 1.01
C -2.588 -4.958 -1.305 0.08 0.38 -0.02 -0.69
C -1.165 5.850 -0.168 0.12 -0.02 0.09 -1.41
C -0.950 -5.908 0.776 0.00 0.22 -0.05 0.65
C 0.845 -5.397 2.302 -0.05 -0.13 -0.01 -1.00
C -1.314 -2.441 -2.438 0.24 0.00 -0.07 0.35
C -0.038 4.135 1.328 0.11 0.35 0.03 -0.90
C 3.982 4.871 -0.550 0.01 0.00 0.01 -0.64
C -1.639 -4.126 -0.771 -0.14 -0.55 0.13 0.14
C 3.408 4.863 -1.815 0.02 0.04 0.04 -0.51
C 2.299 1.974 1.109 0.09 0.02 -0.01 0.04
H 1.269 2.269 -1.442 0.02 -0.06 -0.09 0.60
H -0.778 4.305 2.115 -0.01 -0.10 -0.01 0.59
H -1.066 6.854 -0.576 -0.01 -0.01 -0.04 0.41
H 2.080 0.819 -4.800 -0.01 -0.01 -0.01 0.48
H 1.542 -5.669 3.080 -0.01 0.00 0.01 0.42
H 4.737 5.602 -0.296 0.00 0.00 -0.03 0.44
H -1.887 -3.025 -3.155 -0.05 -0.07 0.08 0.43
H 4.054 3.899 1.369 0.02 0.00 -0.01 0.48
H -1.391 3.197 0.028 -0.03 -0.08 -0.04 0.32
H -3.503 -6.896 -1.225 0.02 -0.02 -0.01 0.42
H -1.427 5.191 -0.998 -0.05 0.02 -0.01 0.35
H 2.539 0.029 -2.506 0.00 0.08 0.02 0.54
H 1.000 0.534 1.688 -0.14 -0.23 -0.04 0.11
H 0.472 6.189 1.197 0.01 -0.02 0.03 0.41
H -1.993 5.864 0.546 -0.03 0.02 -0.03 0.33
H -2.032 -7.763 0.541 -0.01 0.01 0.03 0.44
H 2.000 3.915 -3.124 -0.01 -0.02 0.02 0.48
H 0.894 3.859 1.807 0.00 -0.06 0.05 0.40
H 0.917 5.266 -0.231 0.02 0.06 0.03 -0.14
H 1.527 -3.337 2.212 -0.05 0.01 0.04 0.59
H -3.239 -4.617 -2.100 0.02 -0.01 -0.01 0.46
H -0.128 -7.299 2.209 0.03 -0.01 0.00 0.48
H 3.720 5.591 -2.552 -0.02 -0.01 -0.01 0.42
H -1.632 -1.278 -4.804 0.00 -0.01 0.01 0.48
```
Forces are in eV/Å.

Summary:
Largest force on an atom = 2.4 eV/Å
2S+1 = 4
Energy relative to the best compared isomer or geometry (same formula, charge and spin) = 14.6 kJ/mol
Total charge = +1
Kohn-Sham gap (alpha / beta) = 6.48 / 6.08 eV

Here is C32H24O5P2 as an isolated structure at a distorted geometry from the OMol25 dataset. Energies are from wB97M-V/def2-TZVPD.

Structure (XYZ):
```
63
Properties=species:S:1:pos:R:3:forces:R:3:mulliken_charge:R:1
P -2.876 0.749 5.890 1.16 1.35 2.60 0.15
P -4.181 -0.736 6.792 -0.25 -1.34 0.20 0.22
O 0.193 3.299 -6.293 0.06 -0.02 0.02 -0.67
O -1.748 -0.908 0.158 0.10 0.01 -0.04 -0.70
O 4.485 1.208 -3.889 -0.05 0.03 -0.04 -0.67
O -1.394 0.525 6.306 -3.45 1.35 1.62 -0.59
O 2.975 -2.880 1.705 -0.06 0.01 -0.06 -0.68
C 3.913 3.751 -8.142 0.02 -0.03 0.06 -0.45
C -0.191 2.114 -3.788 -0.11 -0.06 0.12 -0.68
C 3.514 1.709 -4.418 0.31 -0.17 0.20 0.49
C 2.032 0.971 -2.566 -0.07 -0.06 0.15 -0.77
C 1.438 -2.581 -0.051 -0.09 0.05 -0.06 0.38
C -0.247 -1.277 1.935 -0.01 0.04 -0.03 0.04
C -0.688 -1.384 0.521 -0.40 0.12 -0.03 0.60
C 2.169 1.616 -3.790 -0.12 0.03 -0.06 0.25
C 1.840 -3.364 -2.287 -0.05 0.04 0.03 -0.54
C 3.645 2.437 -5.710 -0.10 0.07 -0.07 0.22
C -0.319 1.482 -2.562 0.03 0.00 -0.01 -0.61
C 4.903 2.589 -6.282 0.13 0.05 -0.12 -0.54
C 1.354 -1.731 3.679 -0.01 0.07 0.21 -0.59
C -0.696 -0.565 4.209 -1.65 0.39 -0.28 1.13
C 1.172 2.848 -5.732 -0.33 0.14 -0.17 0.68
C 0.193 -2.091 -0.448 0.06 -0.18 0.00 0.12
C 0.978 -1.809 2.342 -0.06 0.00 -0.02 0.20
C -4.703 -0.135 8.484 -0.28 0.03 -0.34 -0.99
C 0.791 0.905 -1.955 0.02 0.13 -0.09 -0.41
C 2.521 2.960 -6.351 0.12 -0.05 0.04 0.15
C -1.071 -0.651 2.867 0.31 -0.09 0.33 0.17
C -6.102 -2.263 5.529 0.47 0.67 0.28 -0.50
C 5.037 3.250 -7.492 -0.08 -0.01 0.01 -0.48
C 0.589 -2.897 -2.678 0.03 0.01 0.06 -0.57
C -5.789 -0.838 5.802 0.16 -0.03 -0.33 -0.66
C -6.163 -3.455 5.406 0.34 -0.07 0.32 0.07
C 0.520 -1.118 4.603 -0.06 0.03 -0.07 -1.28
C 1.888 -2.456 1.364 0.35 -0.12 0.20 0.62
C 2.264 -3.207 -0.977 0.05 -0.06 -0.16 -0.69
C -0.230 -2.257 -1.763 0.00 -0.11 -0.15 -0.49
C 2.658 3.607 -7.573 0.08 0.07 -0.14 -0.59
C 1.051 2.179 -4.410 0.10 -0.04 0.08 0.18
H -6.596 -0.344 6.353 0.12 -0.05 -0.16 0.37
H 0.820 -1.066 5.644 -0.03 0.02 -0.01 0.40
H -5.798 -0.043 8.532 0.29 0.10 -0.20 0.31
H -2.016 -0.232 2.541 0.04 -0.09 -0.17 0.42
H -5.613 -0.281 4.871 -0.31 -0.21 0.08 0.35
H 6.018 3.374 -7.932 -0.01 -0.01 0.00 0.40
H -1.286 1.435 -2.076 0.02 -0.03 0.01 0.49
H 3.234 -3.575 -0.672 -0.04 0.04 0.13 0.49
H 0.255 -3.031 -3.699 0.01 0.02 0.01 0.43
H -1.200 -1.890 -2.073 0.00 0.07 0.14 0.45
H 2.298 -2.153 3.998 0.02 -0.02 -0.15 0.46
H -4.443 -0.940 9.179 0.22 0.42 -0.04 0.30
H -3.057 0.751 4.485 -0.20 0.04 0.28 0.04
H -1.402 -0.015 5.077 3.71 -2.47 -3.34 -0.75
H 2.896 0.525 -2.090 0.06 0.05 -0.10 0.54
H 4.019 4.259 -9.092 0.00 -0.01 0.01 0.40
H -1.055 2.560 -4.262 0.09 0.02 -0.11 0.47
H 0.686 0.408 -1.002 0.02 0.06 0.01 0.63
H -4.264 0.827 8.765 0.05 -0.29 0.07 0.37
H -3.236 2.012 6.431 -0.20 -0.08 -0.66 0.14
H 2.484 -3.855 -3.006 0.00 0.01 0.01 0.43
H 1.786 4.001 -8.076 -0.07 -0.04 0.12 0.47
H 5.775 2.195 -5.779 -0.10 -0.06 0.09 0.47
H -6.028 -4.518 5.444 -0.38 0.24 -0.27 0.40
```
Forces are in eV/Å.

Summary:
Largest force on an atom = 5.6 eV/Å
2S+1 = 1
Energy relative to the best compared isomer or geometry (same formula, charge and spin) = 91.6 kJ/mol
Total charge = 0
Kohn-Sham gap = 8.39 eV

Here is C32H25BrF4IrN2PS2 as an isolated structure at a distorted geometry from the OMol25 dataset. Energies are from wB97M-V/def2-TZVPD.

Structure (XYZ):
```
68
Properties=species:S:1:pos:R:3:forces:R:3:mulliken_charge:R:1
Ir -0.011 0.818 -0.610 -2.86 -2.87 -0.08 0.94
Br 2.512 0.149 -1.994 -0.38 0.26 0.02 -0.10
S -2.310 0.017 0.509 2.64 1.11 -0.74 -0.35
S -1.549 -0.293 -2.301 1.76 0.37 1.22 -0.29
P 0.770 -1.091 0.660 -0.44 0.10 -0.73 -0.06
F 2.360 -3.243 1.957 0.35 -0.08 0.03 -0.36
F 5.229 -0.961 -2.018 0.19 -0.14 0.11 -0.30
F 6.435 -2.766 -0.343 -0.36 0.03 -0.02 -0.26
F 4.934 -3.946 1.627 -0.03 0.16 -0.18 -0.27
N -5.220 -2.234 0.658 -0.18 -0.05 0.40 -0.50
N -4.638 -1.731 -3.671 -0.05 -0.12 -0.41 -0.45
C 5.163 -2.439 -0.179 -0.23 0.06 0.07 0.50
C 3.081 -2.637 1.015 -0.10 0.06 -0.06 0.33
C -1.497 -5.021 0.043 0.05 0.03 0.01 -0.70
C 1.802 3.489 -0.481 0.07 0.33 -0.02 -1.55
C -3.856 -1.301 -1.283 1.66 0.92 0.41 0.53
C 0.292 -3.539 -0.552 0.07 0.14 0.06 -0.67
C 1.016 3.141 -3.494 -0.01 -0.13 -0.02 -1.72
C 0.924 -0.754 2.444 -0.26 0.66 -0.43 0.75
C 1.380 0.528 2.751 -0.02 0.03 -0.22 -0.87
C 1.513 0.939 4.063 0.04 0.06 0.08 -0.61
C -0.122 -2.647 0.437 -0.18 0.30 -0.09 1.50
C 0.747 -1.216 4.787 -0.04 -0.03 0.03 -0.81
C -3.287 3.009 -0.768 0.03 -0.11 0.06 -1.91
C 0.469 3.017 -0.962 -0.32 0.05 1.78 0.17
C 3.237 -1.113 -0.794 0.17 -0.20 0.22 0.60
C -1.247 -2.937 1.205 0.05 0.01 0.05 -0.81
C -0.384 -4.730 -0.732 -0.01 -0.05 -0.05 -0.84
C -0.891 3.253 1.281 0.01 0.19 -0.04 -1.24
C -4.629 -1.776 -0.213 -0.30 -0.12 0.47 -0.28
C -4.284 -1.581 -2.589 0.00 -0.03 -0.56 -0.33
C 0.607 -1.631 3.474 -0.02 -0.07 -0.13 -0.08
C -1.845 2.983 -1.095 -0.11 -0.07 -1.10 0.67
C -2.173 3.181 -3.623 -0.09 -0.09 -0.06 -1.73
C -1.325 3.055 -2.418 0.19 -0.17 0.52 0.46
C -0.748 2.953 -0.175 1.77 0.31 0.35 1.00
C -1.928 -4.124 1.007 -0.06 -0.08 0.05 -0.82
C 1.191 0.061 5.087 0.02 0.03 -0.09 -0.61
C 0.083 3.042 -2.349 -0.88 -0.17 -0.35 0.66
C -2.672 -0.603 -1.048 -1.94 -1.15 -0.48 1.39
C 4.553 -1.504 -1.012 -0.17 0.14 0.01 0.28
C 2.479 -1.650 0.240 0.03 0.50 -0.25 -0.81
C 4.404 -3.026 0.835 -0.05 0.04 -0.03 0.25
H -2.026 -5.949 -0.107 -0.06 -0.10 0.00 0.45
H -3.496 2.522 0.181 -0.05 0.05 0.03 0.41
H 1.966 3.269 0.571 0.05 -0.09 0.03 0.30
H 1.293 0.374 6.115 -0.02 0.01 0.09 0.42
H -2.749 2.268 -3.784 -0.05 -0.13 -0.08 0.33
H -3.864 2.521 -1.551 -0.08 -0.07 -0.04 0.43
H -3.646 4.037 -0.706 0.00 0.15 0.01 0.43
H 0.274 -2.633 3.259 -0.05 -0.09 0.02 0.58
H 1.858 4.574 -0.593 0.04 0.07 0.01 0.39
H 1.879 2.494 -3.349 0.15 0.03 -0.05 0.16
H -1.590 3.383 -4.516 0.00 0.02 -0.09 0.44
H -1.588 -2.239 1.955 -0.04 -0.07 0.02 0.70
H 1.391 4.159 -3.603 0.05 0.08 0.01 0.32
H -2.790 -4.352 1.615 -0.11 0.01 0.01 0.47
H -1.021 4.326 1.427 -0.05 0.11 0.05 0.38
H 1.145 -3.305 -1.175 0.03 -0.05 -0.03 0.47
H -2.893 3.988 -3.486 -0.03 0.06 -0.08 0.36
H 2.612 3.068 -1.074 0.08 -0.07 0.09 0.35
H -0.038 -5.437 -1.471 -0.01 -0.02 -0.11 0.47
H 0.494 -1.898 5.582 -0.01 -0.12 0.13 0.46
H 1.856 1.938 4.291 0.05 0.04 -0.01 0.47
H -1.771 2.754 1.681 -0.01 -0.05 0.13 0.36
H 1.631 1.194 1.933 0.03 0.14 0.05 0.45
H -0.020 2.942 1.851 0.04 -0.03 0.08 0.20
H 0.527 2.860 -4.421 0.02 -0.01 -0.11 0.49
```
Forces are in eV/Å.

Summary:
Largest force on an atom = 4.1 eV/Å
2S+1 = 2
Energy relative to the best compared isomer or geometry (same formula, charge and spin) = 346.7 kJ/mol
Total charge = +1
Kohn-Sham gap (alpha / beta) = 5.50 / 5.60 eV